Entry from OMol25: C36H51BrN7O2SSi2Ti as an isolated structure at a distorted geometry (ωB97M-V with the def2-TZVPD basis set).

```
101
Properties=species:S:1:pos:R:3
Ti 0.41 0.42 -0.30
Br -4.42 -0.07 -6.06
C -3.01 0.00 -4.81
C -1.69 0.05 -5.25
C -0.64 0.09 -4.36
C -0.89 0.08 -2.98
O 0.12 0.08 -2.14
C -2.22 0.05 -2.53
C -2.57 0.06 -1.14
N -1.74 0.15 -0.16
C -2.21 0.14 1.18
C -3.49 0.42 1.59
C -3.81 0.40 2.97
C -2.87 0.10 3.91
C -1.54 -0.18 3.51
C -0.51 -0.54 4.41
C 0.73 -0.87 3.93
C 0.97 -0.78 2.55
N 0.05 -0.39 1.69
C -1.21 -0.14 2.15
C -3.28 0.00 -3.46
H -1.48 0.06 -6.32
H 0.38 0.13 -4.71
H -3.63 -0.04 -0.92
H -4.26 0.68 0.88
H -4.83 0.63 3.27
H -3.12 0.08 4.96
H -0.72 -0.58 5.48
H 1.53 -1.17 4.58
H 1.95 -1.00 2.14
H -4.30 -0.02 -3.11
C 4.21 -0.80 -2.52
Si 2.82 -1.61 -1.55
C 1.60 -2.29 -2.79
C 3.37 -3.10 -0.55
N 2.16 -0.34 -0.46
C 3.08 0.31 0.42
C 4.38 -0.11 0.67
C 5.21 0.61 1.51
C 4.75 1.77 2.11
C 3.45 2.20 1.88
C 2.59 1.48 1.04
N 1.27 1.83 0.76
Si 0.54 3.22 1.58
C -1.32 3.33 1.32
C 1.33 4.80 0.94
C 0.80 3.04 3.44
H 4.96 -1.53 -2.82
H 4.72 -0.01 -1.98
H 3.80 -0.36 -3.44
H 1.98 -3.27 -3.08
H 1.54 -1.67 -3.69
H 0.59 -2.43 -2.41
H 3.98 -3.73 -1.20
H 2.49 -3.68 -0.26
H 3.94 -2.90 0.35
H 4.77 -1.00 0.21
H 6.23 0.28 1.68
H 5.39 2.35 2.75
H 3.11 3.11 2.36
H -1.70 2.81 0.44
H -1.57 4.39 1.18
H -1.86 2.98 2.20
H 0.86 5.13 0.01
H 2.40 4.70 0.76
H 1.19 5.61 1.66
H -0.16 3.03 3.96
H 1.39 3.86 3.86
H 1.33 2.12 3.70
C -1.26 -3.86 2.86
N -2.25 -3.99 1.80
C -3.32 -4.93 2.08
C -1.96 -3.60 0.54
S -0.41 -3.18 0.04
N -3.02 -3.59 -0.32
C -2.80 -3.63 -1.75
C -4.30 -3.04 0.09
H -1.78 -3.74 3.81
H -0.64 -2.99 2.67
H -0.62 -4.74 2.91
H -2.96 -5.65 2.81
H -3.59 -5.46 1.17
H -4.21 -4.44 2.49
H -1.98 -4.30 -1.99
H -2.56 -2.64 -2.16
H -3.72 -3.99 -2.22
H -4.24 -2.64 1.10
H -5.10 -3.78 0.04
H -4.56 -2.22 -0.59
C 1.61 4.89 -3.16
N 1.33 3.64 -2.47
C 2.46 2.74 -2.32
C 0.11 3.39 -2.00
O -0.26 2.43 -1.32
H 1.87 4.70 -4.20
H 2.44 5.40 -2.67
H 0.73 5.53 -3.12
H 2.99 2.69 -3.27
H 2.12 1.74 -2.06
H 3.14 3.11 -1.55
H -0.61 4.18 -2.25
```

Output
- total energy (eV) = -172436.4633
- HOMO energy (hartree) = -0.356
- net charge = +1
- LUMO energy (eV) = -3.49
- ΔE to the lowest compared entry with this formula, charge and spin (kcal/mol) = 5.2
- orbital gap (eV) = 6.2